Record 1
{
  "formula": "C5H4AsClIrNO5S5",
  "method": "ωB97M-V/def2-TZVPD",
  "elements": ["Ir", "O", "Cl", "O", "O", "O", "O", "N", "C", "C", "C", "C", "C", "S", "H", "H", "H", "H", "S", "As", "S", "S", "S"],
  "positions_angstrom": [[0.0484, 0.0841, -0.4471], [0.3399, 0.5899, 3.6701], [0.7005, 1.2143, 2.4236], [1.4063, 2.4373, 2.6713], [1.5310, 0.3093, 1.6258], [-0.4986, 1.4806, 1.6256], [-0.7739, -1.3405, 1.1185], [-1.4033, -2.4297, 0.7842], [-1.8714, -3.2400, 1.7584], [-2.5397, -4.3966, 1.4645], [-2.7345, -4.7337, 0.1174], [-2.2521, -3.8987, -0.8552], [-1.5662, -2.7116, -0.5268], [-0.9525, -1.6496, -1.7060], [-1.6671, -2.8862, 2.7576], [-2.9014, -5.0226, 2.2670], [-3.2585, -5.6407, -0.1552], [-2.3774, -4.1154, -1.9072], [0.2215, 0.3864, -5.0155], [0.8294, 1.4384, -3.2768], [1.9220, 0.1483, -1.8429], [-0.8336, 1.7390, -1.8422], [1.8584, 3.2208, -3.7699]],
  "nbo_charge": [0.749, -0.855, 2.532, -0.839, -0.871, -0.871, -0.608, 0.024, 0.020, -0.300, -0.204, -0.233, -0.015, 0.109, 0.234, 0.212, 0.206, 0.228, -0.813, 0.954, -0.430, -0.430, -0.798],
  "orbital_gap_ev": 5.26,
  "total_energy_ha": -5414.94872,
  "max_force_ev_per_a": 2.88,
  "e_lumo_ev": 4.15,
  "charge": -2,
  "e_above_lowest_kcal_mol": 33.46
}


Record 2
{
  "formula": "C5H10N2O",
  "method": "ωB97M-V/def2-TZVPD",
  "elements": ["C", "C", "N", "N", "C", "C", "C", "O", "H", "H", "H", "H", "H", "H", "H", "H", "H", "H"],
  "positions_angstrom": [[2.5242, 1.2433, -0.1525], [-2.2634, 0.4234, -0.9471], [0.6165, -0.8575, -0.6527], [2.4136, -0.1058, 0.3714], [-2.1348, -0.8065, -0.0883], [-0.2554, -1.1625, 0.1301], [-1.0320, -0.9361, 1.2774], [-2.9093, -1.7256, -0.1545], [2.3323, -0.8809, -0.3544], [1.9711, -0.1522, 1.2787], [1.5397, 1.6951, -0.3125], [3.1031, 1.8793, 0.5246], [3.0500, 1.2229, -1.1068], [-3.3157, 0.6958, -1.0272], [-1.6629, 1.2446, -0.5657], [-1.9365, 0.1911, -1.9589], [-1.3847, -1.8139, 1.8081], [-0.6557, -0.1546, 1.9303]],
  "nbo_charge": [-0.408, -0.714, -0.334, -0.841, 0.612, 0.210, -0.571, -0.525, 0.424, 0.360, 0.157, 0.189, 0.199, 0.251, 0.228, 0.256, 0.263, 0.243],
  "orbital_gap_ev": [8.19, 8.19],
  "total_energy_ha": -381.12081,
  "max_force_ev_per_a": 7.18,
  "e_lumo_ev": [0.23, 0.23],
  "charge": 0,
  "e_above_lowest_kcal_mol": 103.30
}


Record 3
{
  "formula": "C8H7ClO3",
  "method": "ωB97M-V/def2-TZVPD",
  "elements": ["C", "C", "C", "C", "C", "C", "C", "C", "O", "O", "O", "Cl", "H", "H", "H", "H", "H", "H", "H"],
  "positions_angstrom": [[-2.8898, -0.7270, -0.1142], [-1.7898, -1.4774, 0.2490], [-2.7631, 0.7194, -0.1630], [-0.5607, -0.8881, 0.4642], [-1.5057, 1.2685, 0.0893], [-0.3693, 0.5288, 0.4497], [0.9014, 1.0906, 0.6399], [2.5598, -0.0407, -0.3761], [1.4328, 1.9455, 1.2913], [2.0895, -0.8183, -1.4014], [3.4719, 0.8787, -0.9272], [3.1140, -0.9666, 1.0472], [-3.7693, -1.3246, -0.0307], [-2.0494, -2.4922, 0.4489], [-3.5498, 1.5028, -0.2392], [0.3551, -1.5517, 0.6622], [-1.5943, 2.3210, -0.0513], [2.8775, -1.2471, -1.8477], [4.0394, 1.2781, -0.1909]],
  "nbo_charge": [-0.167, -0.238, -0.214, -0.109, -0.160, -0.265, 0.650, 0.418, -0.484, -0.713, -0.719, -0.102, 0.217, 0.221, 0.228, 0.240, 0.223, 0.476, 0.497],
  "orbital_gap_ev": [7.72, 7.72],
  "total_energy_ha": -994.85152,
  "max_force_ev_per_a": 5.68,
  "e_lumo_ev": [-0.28, -0.28],
  "charge": 0,
  "e_above_lowest_kcal_mol": 63.88
}


Record 4
{
  "formula": "C28H79N7O8",
  "method": "ωB97M-V/def2-TZVPD",
  "elements": ["C", "O", "C", "C", "C", "N", "H", "H", "H", "H", "H", "H", "H", "H", "H", "H", "H", "C", "O", "C", "C", "C", "N", "H", "H", "H", "H", "H", "H", "H", "H", "H", "H", "H", "C", "O", "C", "C", "C", "N", "H", "H", "H", "H", "H", "H", "H", "H", "H", "H", "H", "C", "O", "C", "C", "C", "N", "H", "H", "H", "H", "H", "H", "H", "H", "H", "H", "H", "C", "O", "C", "C", "C", "N", "H", "H", "H", "H", "H", "H", "H", "H", "H", "H", "H", "C", "O", "C", "C", "C", "N", "H", "H", "H", "H", "H", "H", "H", "H", "H", "H", "H", "C", "O", "C", "C", "C", "N", "H", "H", "H", "H", "H", "H", "H", "H", "H", "H", "H", "O", "H", "H"],
  "positions_angstrom": [[-4.3791, 1.7886, 5.0682], [-3.5935, 2.8016, 4.5770], [-3.3947, 2.7786, 3.1815], [-2.2171, 2.0160, 2.7216], [-0.9667, 2.7254, 3.1672], [-2.2904, 1.9482, 1.2388], [-5.3657, 1.7685, 4.5756], [-4.5411, 1.9055, 6.1251], [-3.9549, 0.7495, 4.9945], [-4.3591, 2.4102, 2.7576], [-3.2742, 3.8261, 2.9424], [-2.3013, 0.9621, 3.0251], [-0.7820, 3.6934, 2.7007], [-0.1057, 2.0284, 3.0060], [-0.9879, 2.9134, 4.2145], [-2.0389, 2.8504, 0.8731], [-1.6892, 1.2261, 0.9102], [3.7259, -5.8704, -2.1729], [2.7522, -5.3318, -1.3052], [1.8468, -4.3839, -1.8349], [1.1283, -3.6055, -0.7487], [0.0486, -4.2597, -0.0179], [0.5729, -2.3346, -1.2728], [4.2333, -5.1243, -2.7525], [3.2351, -6.6591, -2.8397], [4.3440, -6.4013, -1.4606], [2.3744, -3.6410, -2.4424], [1.1103, -4.8505, -2.5305], [1.9419, -3.2788, -0.1129], [-0.7754, -4.4375, -0.7407], [-0.3393, -3.5637, 0.7049], [0.3871, -5.1697, 0.4464], [1.2913, -2.0969, -1.9577], [-0.2688, -2.5702, -1.8171], [4.2690, 1.8012, 2.3815], [3.6994, 1.0117, 1.3736], [4.5949, -0.0250, 0.9271], [3.7130, -0.8498, -0.0495], [4.4836, -2.0934, -0.5351], [3.1287, -0.0875, -1.1651], [3.4214, 2.3890, 2.6988], [5.0730, 2.3981, 2.0360], [4.5923, 1.1221, 3.1934], [5.4726, 0.3095, 0.3566], [4.9812, -0.6502, 1.7938], [2.8973, -1.1720, 0.6063], [4.9588, -2.6315, 0.2875], [5.2886, -1.8197, -1.2793], [3.8597, -2.8618, -1.0062], [3.9156, 0.3747, -1.6727], [2.5334, 0.6940, -0.8561], [-0.9160, 0.7001, 6.2791], [-0.5957, -0.5260, 5.6518], [0.7353, -0.4945, 5.0842], [0.9195, -1.7796, 4.1825], [2.2750, -1.7322, 3.5207], [-0.0641, -1.8210, 3.1016], [-0.7344, 1.4641, 5.5244], [-0.2885, 0.8819, 7.1385], [-1.9739, 0.6335, 6.5651], [0.9508, 0.3771, 4.4863], [1.4645, -0.5071, 5.8465], [0.8114, -2.6336, 4.8991], [3.1087, -1.7329, 4.2057], [2.2496, -0.8066, 2.8967], [2.3132, -2.5871, 2.8554], [0.2718, -1.2381, 2.3455], [-1.0094, -1.7422, 3.3374], [-1.5902, 5.7928, -0.4040], [-0.5988, 4.9447, 0.1306], [0.4639, 4.8069, -0.8179], [1.6066, 4.0764, -0.1305], [2.6716, 3.9377, -1.1623], [1.1174, 2.7229, 0.2071], [-2.5862, 5.4241, -0.0127], [-1.5300, 5.8727, -1.4944], [-1.4945, 6.8182, -0.0010], [0.0787, 4.2492, -1.6591], [0.7065, 5.8167, -1.2796], [1.9826, 4.6624, 0.6936], [3.4175, 3.1825, -0.8625], [3.1133, 4.9512, -1.1800], [2.1893, 3.6908, -2.1316], [0.5211, 2.7670, 1.0210], [1.8818, 2.1354, 0.5097], [-3.3001, -1.9997, -0.7482], [-2.7943, -2.5994, -1.9264], [-3.7072, -3.5200, -2.5188], [-3.1226, -4.2169, -3.7329], [-3.1837, -3.2193, -4.8741], [-4.1122, -5.2264, -4.0982], [-4.0212, -1.2347, -1.0301], [-2.3768, -1.6125, -0.3524], [-3.7575, -2.7548, -0.1389], [-4.0255, -4.2082, -1.7192], [-4.6402, -3.0447, -2.8371], [-2.1236, -4.6096, -3.4576], [-2.6398, -3.6368, -5.7152], [-2.6667, -2.3070, -4.6524], [-4.2463, -2.9375, -5.0930], [-3.8682, -6.1457, -3.8013], [-4.3343, -5.1790, -5.0840], [0.1291, 3.6012, -5.0464], [0.2601, 3.2592, -3.6612], [-0.0244, 1.8974, -3.4100], [-1.5607, 1.6357, -3.3336], [-1.9878, 1.7414, -1.8864], [-1.8650, 0.3269, -3.8094], [0.4169, 4.6393, -5.1311], [-0.8621, 3.4101, -5.4204], [0.8177, 2.9480, -5.5878], [0.3494, 1.1683, -4.1586], [0.4657, 1.7197, -2.4532], [-2.0501, 2.2701, -4.0836], [-1.6068, 2.6415, -1.4860], [-1.5158, 0.8789, -1.3483], [-3.0638, 1.8312, -1.8392], [-1.4692, 0.0947, -4.7186], [-1.6934, -0.3598, -3.0771], [0.0617, -0.0678, 0.5708], [0.3955, 0.6549, 0.0238], [0.0056, -0.8685, -0.0256]],
  "lowdin_charge": [-0.157, -0.178, -0.220, -0.413, -0.060, 0.075, 0.089, 0.078, 0.095, 0.133, 0.128, 0.148, 0.082, 0.082, 0.048, 0.046, 0.014, -0.102, -0.193, -0.218, -0.454, -0.049, 0.060, 0.075, 0.108, 0.085, 0.108, 0.138, 0.117, 0.090, 0.066, 0.086, 0.064, 0.071, -0.104, -0.241, -0.185, -0.431, -0.051, 0.061, 0.086, 0.076, 0.095, 0.124, 0.138, 0.108, 0.080, 0.097, 0.041, 0.091, 0.037, -0.097, -0.191, -0.179, -0.411, -0.070, 0.068, 0.057, 0.082, 0.088, 0.102, 0.102, 0.146, 0.077, 0.078, 0.076, 0.028, 0.050, -0.120, -0.214, -0.208, -0.418, -0.063, 0.088, 0.103, 0.085, 0.086, 0.086, 0.149, 0.136, 0.077, 0.092, 0.082, 0.039, 0.036, -0.081, -0.234, -0.228, -0.428, -0.070, 0.036, 0.095, 0.071, 0.080, 0.122, 0.125, 0.144, 0.077, 0.047, 0.108, 0.064, 0.066, -0.074, -0.228, -0.194, -0.440, -0.048, 0.031, 0.088, 0.072, 0.088, 0.120, 0.103, 0.132, 0.046, 0.082, 0.086, 0.078, 0.058, -0.105, -0.013, 0.021],
  "smiles": "COC[C@H](C)N.COC[C@H](C)N.COC[C@H](C)N.COC[C@H](C)N.COC[C@H](C)N.COC[C@H](C)N.COC[C@H](C)N.O",
  "orbital_gap_ev": 9.10,
  "total_energy_ha": -2099.25354,
  "max_force_ev_per_a": 2.57,
  "e_lumo_ev": 0.69,
  "charge": 0,
  "e_above_lowest_kcal_mol": 19.49
}